Arrangement a

Below is a structure of composition C22H20ClNO4SiW, with properties calculated with ωB97M-V/def2-TZVPD.

Structure (XYZ):
```
50
Properties=species:S:1:pos:R:3:mulliken_charge:R:1
W 1.03194 -0.26170 0.46651 1.07
O -0.75823 0.01801 7.09319 -0.69
C -0.17302 0.95620 6.57710 0.45
O 0.18332 2.04657 7.00361 -0.71
C 0.21336 0.67392 5.10183 0.19
C 0.82156 1.61590 4.31534 -0.82
C 0.98528 1.39513 2.97114 0.00
N 0.71354 0.16680 2.48659 0.01
C 0.09141 -0.75446 3.28255 0.66
C -0.13379 -0.57696 4.59081 -0.49
C -0.14772 -1.98314 2.48569 -0.14
O -0.51903 -3.02584 2.93580 -0.59
O 0.00835 -1.74433 1.20425 -0.65
H 1.08594 2.52797 4.80890 0.56
H 1.48502 2.05856 2.25386 0.43
H -0.58673 -1.31135 5.20532 0.68
C -2.11336 0.91366 0.76437 -1.36
Si -0.69040 1.37101 -0.44873 0.28
C -0.37739 3.19841 -0.47468 -1.24
C -1.23307 1.03110 -2.23833 1.06
C -2.45096 0.42674 -2.58727 -0.25
C -2.72995 0.17765 -3.89651 -0.54
C -1.85144 0.55618 -4.93093 -0.48
C -0.65741 1.16381 -4.61814 -0.76
C -0.32943 1.39298 -3.27319 -0.82
H -2.98221 1.40970 0.40430 0.54
H -1.82172 1.30929 1.75332 0.35
H -2.24934 -0.15531 0.91339 0.33
H -1.40561 3.57664 -0.41770 0.37
H 0.15356 3.61865 -1.30526 0.39
H 0.10059 3.56818 0.43267 0.36
H -3.18024 0.16054 -1.76761 0.26
H -3.68986 -0.29222 -4.18901 0.35
H -2.07711 0.29329 -5.95673 0.40
H 0.02251 1.45283 -5.49057 0.26
H 0.59177 1.81785 -2.96127 0.47
Cl -0.21711 -4.12982 -3.77342 -0.22
C 0.64724 -3.09969 -2.65952 0.21
C 1.42632 -3.70485 -1.65410 -0.58
C 2.15463 -2.93155 -0.78590 -0.46
C 2.32521 -1.49615 -1.03099 0.21
C 3.07494 -0.59504 -0.11176 -1.09
C 1.53497 -0.93901 -2.06510 -0.28
C 0.65209 -1.75914 -2.83710 -0.70
H 1.42201 -4.78716 -1.54326 0.41
H 2.80848 -3.47217 -0.10120 0.41
H 3.46006 0.28070 -0.64542 0.38
H 3.76782 -0.93726 0.64911 0.47
H 1.59904 0.09387 -2.39548 0.73
H 0.01417 -1.31501 -3.54049 0.54
```

Properties
Lowest unoccupied orbital energy (spin up / spin down) in eV: -1.80 / -2.03
<S²>: 2.021
Multiplicity: 3
HOMO energy (spin up / spin down) in eV: -8.11 / -8.11
Kohn-Sham gap (spin up / spin down) in eV: 6.311 / 6.079


Arrangement b

Below is a structure of composition C22H20ClNO4SiW, with properties calculated with ωB97M-V/def2-TZVPD.

Structure (XYZ):
```
50
Properties=species:S:1:pos:R:3:mulliken_charge:R:1
W -15.56623 2.32016 -3.25097 1.19
O -18.10241 0.23605 -9.59760 -0.67
C -16.93346 0.15425 -9.20698 0.47
O -15.87980 -0.25661 -9.75773 -0.72
C -16.68793 0.70051 -7.73792 0.26
C -15.43691 0.41789 -7.20336 -0.79
C -15.09511 0.77441 -5.92593 -0.45
N -15.95469 1.55327 -5.18705 -0.05
C -17.11882 1.90983 -5.72658 0.77
C -17.56123 1.47588 -7.00603 -0.90
C -17.95336 2.80382 -4.85749 0.54
O -18.99719 3.21215 -5.21621 -0.55
O -17.35409 3.04577 -3.66875 -0.69
H -14.77779 -0.05445 -7.86625 0.62
H -14.19967 0.49024 -5.40568 0.49
H -18.51527 1.86930 -7.32965 0.58
C -17.65505 -0.70011 -3.71409 -1.13
Si -16.38017 -0.00826 -2.49549 0.53
C -15.11432 -1.33061 -1.95177 -1.29
C -17.10373 0.34540 -0.79499 0.93
C -16.45838 0.24643 0.44604 -0.23
C -17.02661 0.75039 1.63809 -0.78
C -18.27277 1.31674 1.52587 -0.51
C -18.93138 1.31184 0.33998 -0.61
C -18.40032 0.87042 -0.83681 -0.68
H -18.19664 -1.41937 -3.10706 0.51
H -17.18317 -1.09152 -4.62083 0.31
H -18.30340 0.16872 -3.89792 0.27
H -15.67259 -2.13320 -1.38599 0.35
H -14.38469 -0.93738 -1.24722 0.35
H -14.56403 -1.86663 -2.70926 0.36
H -15.45315 -0.26410 0.49682 0.18
H -16.60340 0.65090 2.54913 0.57
H -18.82271 1.73350 2.40396 0.31
H -19.91562 1.72694 0.31782 0.38
H -18.95526 0.90172 -1.76576 0.24
Cl -13.15508 6.90860 -4.66584 -0.18
C -13.43592 5.54308 -3.68226 0.28
C -14.12537 5.62637 -2.44313 -0.57
C -14.31390 4.55579 -1.63161 -0.45
C -13.90691 3.25334 -1.95807 -0.03
C -14.38309 2.02684 -1.35721 -0.90
C -13.32856 3.15412 -3.31049 -0.42
C -12.96887 4.30771 -4.05730 -0.79
H -14.46686 6.57910 -2.05535 0.42
H -14.89446 4.56504 -0.72159 0.44
H -14.95205 2.05958 -0.43018 0.48
H -13.83536 1.10709 -1.45380 0.46
H -13.02674 2.13802 -3.56696 0.64
H -12.36378 4.20571 -4.94586 0.45
```

Properties
Lowest unoccupied orbital energy (spin up / spin down) in eV: -1.92 / -2.23
<S²>: 2.022
Multiplicity: 3
HOMO energy (spin up / spin down) in eV: -8.02 / -8.02
Kohn-Sham gap (spin up / spin down) in eV: 6.100 / 5.790


Least stable structure: arrangement b


Arrangement a

Below is a cluster of 2 separate species, C3H8O2 in total, with properties calculated with ωB97M-V/def2-TZVPD.

Structure (XYZ):
```
13
Properties=species:S:1:pos:R:3:mulliken_charge:R:1
O 1.57467 1.48526 2.05970 -0.40
C 1.59426 2.01173 0.96772 -0.07
H 0.83059 2.76907 0.66988 0.23
H 2.37682 1.76223 0.21220 0.23
O -0.49080 -0.29744 -1.00402 -0.31
C 0.24856 -1.47446 -0.74584 -0.64
C -1.64185 -0.24494 -0.18488 -0.64
H 1.13171 -1.46770 -1.40660 0.22
H -0.34298 -2.38081 -0.95847 0.29
H 0.59285 -1.51665 0.30119 0.28
H -2.31419 -1.09875 -0.37353 0.29
H -1.37835 -0.23459 0.88613 0.28
H -2.18132 0.68707 -0.42348 0.22
```

Properties
Lowest unoccupied orbital energy in eV: 0.91
SMILES string: C=O.COC
Multiplicity: 1
HOMO energy in eV: -10.03
Kohn-Sham gap in eV: 10.944


Arrangement b

Below is a cluster of 2 separate species, C3H8O2 in total, with properties calculated with ωB97M-V/def2-TZVPD.

Structure (XYZ):
```
13
Properties=species:S:1:pos:R:3:mulliken_charge:R:1
O 0.02096 -1.58915 0.30226 -0.53
C 0.58322 -0.85128 -0.75698 -0.36
C 0.33068 0.66763 -0.64625 -0.43
C -0.95185 1.02915 0.05962 -0.05
O -1.93552 0.32286 0.11376 -0.55
H 0.47014 -0.32899 2.03128 -0.12
H 0.21426 -1.22678 -1.72082 0.28
H 1.66254 -1.04008 -0.72752 0.29
H 0.23712 1.10516 -1.65082 0.34
H 1.15769 1.19663 -0.15856 0.29
H 0.45932 0.34992 2.34425 0.13
H -0.96666 2.02443 0.54328 0.39
H -0.92536 -1.35965 0.31601 0.34
```

Properties
Lowest unoccupied orbital energy in eV: 0.97
SMILES string: O=CCCO.[H][H]
Multiplicity: 1
HOMO energy in eV: -10.21
Kohn-Sham gap in eV: 11.183


Arrangement c

Below is the molecule C3H8O2, with properties calculated with ωB97M-V/def2-TZVPD.

Structure (XYZ):
```
13
Properties=species:S:1:pos:R:3:mulliken_charge:R:1
C -1.28060 1.07856 -0.96873 -0.70
O -0.70347 0.40251 0.12599 -0.35
C 0.67620 0.16134 0.00385 -0.39
C 1.02118 -0.91429 1.02100 -0.44
O 0.15394 -2.00779 0.81986 -0.52
H -2.36539 1.10488 -0.81777 0.24
H -0.90970 2.11038 -1.03883 0.28
H -1.07289 0.56388 -1.91989 0.32
H 0.90585 -0.22632 -1.00175 0.31
H 1.28619 1.05950 0.18379 0.34
H 2.05920 -1.22599 0.86762 0.32
H 0.92562 -0.52808 2.04914 0.26
H -0.69613 -1.57856 0.67572 0.35
```

Properties
Lowest unoccupied orbital energy in eV: 1.01
SMILES string: COCCO
Multiplicity: 1
HOMO energy in eV: -10.20
Kohn-Sham gap in eV: 11.208


Least stable structure: arrangement a